(1)
3 unconnected molecules or ions with the total composition C5H16NO3 at a distorted geometry. Source: OMol25; level of theory: ωB97M-V/def2-TZVPD.

Calculated values
E_HOMO, eV: -4.208
ΔE to the lowest compared entry with this formula, charge and spin, eV: 0.701
LUMO, eV: 3.776
DFT total energy, eV: -13077.491

Structure (ORCA input):
```
! RIJCOSX wB97M-V def2-TZVPD def2/J DEFGRID3
* xyz -1 1
C 1.23 1.08 -0.70
O 1.11 -0.04 -1.39
C -0.21 1.60 -0.05
C -1.15 0.41 0.16
C -1.46 0.07 1.62
C -0.31 -0.62 2.32
N 0.03 -1.92 1.65
H 1.90 1.13 0.18
H 1.44 1.98 -1.36
H -0.07 2.16 0.87
H -0.55 2.30 -0.81
H -2.16 0.58 -0.27
H -0.87 -0.39 -0.52
H -2.42 -0.45 1.73
H -1.72 1.03 2.10
H 0.51 0.10 2.35
H -0.60 -0.99 3.32
H 1.02 -1.94 1.46
H -0.41 -1.85 0.74
H 1.61 -2.84 -1.48
H 2.06 -1.34 -1.43
O 2.40 -2.29 -1.52
H -0.81 1.43 -3.04
H 0.03 0.26 -2.58
O -0.58 0.54 -3.34
*
```

***

(2)
2 unconnected molecules or ions with the total composition C5H16NS at a distorted geometry. Source: OMol25; level of theory: ωB97M-V/def2-TZVPD.

Calculated values
E_HOMO, eV: -12.823
ΔE to the lowest compared entry with this formula, charge and spin, eV: 0.178
LUMO, eV: -3.177
DFT total energy, eV: -17763.787

Structure (ORCA input):
```
! RIJCOSX wB97M-V def2-TZVPD def2/J DEFGRID3
* xyz 1 1
C -1.57 1.19 2.10
S -1.78 -0.35 1.13
C -2.92 0.21 -0.17
H -2.54 1.53 2.43
H -1.11 1.96 1.48
H -0.92 0.95 2.96
H -3.05 -0.57 -0.92
H -3.95 0.40 0.25
H -2.53 1.12 -0.67
C 1.92 0.66 0.19
C 1.71 -0.36 -0.93
C 2.10 -1.77 -0.57
N 0.24 -0.33 -1.30
H 1.57 1.68 -0.10
H 1.37 0.39 1.12
H 2.98 0.69 0.46
H 2.23 -0.05 -1.84
H 1.54 -2.13 0.27
H 3.20 -1.80 -0.30
H 1.90 -2.43 -1.44
H -0.02 0.57 -1.74
H 0.00 -1.09 -1.99
H -0.36 -0.48 -0.44
*
```

***

(3)
3 unconnected molecules or ions with the total composition C5H16O2 at a distorted geometry. Source: OMol25; level of theory: ωB97M-V/def2-TZVPD.

Calculated values
E_HOMO, eV: -11.025
ΔE to the lowest compared entry with this formula, charge and spin, eV: 0.705
LUMO, eV: 0.800
DFT total energy, eV: -9539.125
SMILES: CCCCC.O.O

Structure (ORCA input):
```
! RIJCOSX wB97M-V def2-TZVPD def2/J DEFGRID3
* xyz 0 1
C -1.10 -2.37 -0.32
C -0.55 -0.94 -0.41
C -1.18 -0.02 -1.46
C -1.24 1.46 -1.04
C -1.66 -2.73 1.06
H -1.88 -2.55 -1.06
H -0.29 -3.05 -0.54
H 0.54 -0.88 -0.32
H -0.76 -0.47 0.57
H -2.16 -0.38 -1.76
H -0.54 -0.06 -2.34
H -2.15 1.90 -1.44
H -1.38 1.54 0.04
H -0.42 2.05 -1.43
H -2.44 -1.99 1.30
H -2.13 -3.71 1.04
H -0.85 -2.72 1.80
H 1.62 1.66 0.24
H 1.90 3.01 -0.32
O 2.30 2.34 0.24
H 4.21 2.26 1.71
H 5.40 2.62 2.54
O 4.79 3.01 1.90
*
```

***

(4)
4 unconnected molecules or ions with the total composition C5H16O3 at a distorted geometry. Source: OMol25; level of theory: ωB97M-V/def2-TZVPD.

Calculated values
E_HOMO (alpha / beta), eV: 0.213 / -6.388
ΔE to the lowest compared entry with this formula, charge and spin, eV: 0.000
LUMO (alpha / beta), eV: 3.734 / 3.530
DFT total energy, eV: -11585.799

Structure (ORCA input):
```
! RIJCOSX wB97M-V def2-TZVPD def2/J DEFGRID3
* xyz -1 2
C -1.76 -1.14 0.88
C -0.56 -1.15 1.86
C 0.78 -1.14 1.19
C 1.07 -1.73 0.05
C 2.38 -1.55 -0.69
H -2.22 -2.10 0.69
H -1.38 -0.78 -0.08
H -2.51 -0.42 1.20
H -0.62 -2.01 2.54
H -0.68 -0.30 2.52
H 1.58 -0.58 1.66
H 0.29 -2.19 -0.56
H 3.06 -0.86 -0.19
H 2.23 -1.15 -1.69
H 2.90 -2.51 -0.71
H -2.37 2.43 1.54
H -2.24 2.52 0.02
O -2.85 2.25 0.73
H 1.51 3.40 -0.94
H 0.39 2.71 -0.25
O 0.96 2.60 -1.04
H 0.64 0.87 -2.69
H -0.48 1.78 -2.74
O -0.11 1.05 -3.28
*
```

***

(5)
3 unconnected molecules or ions with the total composition C5H16O3 at a distorted geometry. Source: OMol25; level of theory: ωB97M-V/def2-TZVPD.

Calculated values
E_HOMO, eV: -10.929
ΔE to the lowest compared entry with this formula, charge and spin, eV: 2.324
LUMO, eV: 0.720
DFT total energy, eV: -11584.576
SMILES: CCCCCO.O.O

Structure (ORCA input):
```
! RIJCOSX wB97M-V def2-TZVPD def2/J DEFGRID3
* xyz 0 1
C -1.38 -0.77 -0.13
O -0.81 -0.80 -1.45
C -1.41 0.81 0.23
C -0.33 1.70 -0.45
C 1.17 1.42 0.21
C 1.21 2.11 1.59
H -2.45 -1.22 -0.08
H -0.70 -1.23 0.52
H -0.72 -0.06 -1.93
H -2.50 1.21 0.12
H -1.20 0.78 1.36
H -0.39 1.51 -1.56
H -0.65 2.82 -0.30
H 1.09 0.32 0.20
H 1.99 1.67 -0.49
H 2.18 2.14 1.86
H 0.77 1.51 2.38
H 0.56 3.01 1.74
H 0.93 -2.15 0.12
H 1.74 -3.48 0.00
O 1.66 -2.58 0.44
H -1.04 -2.78 -1.46
H 0.46 -2.65 -1.51
O -0.19 -3.30 -1.42
*
```

***

(6)
3 unconnected molecules or ions with the total composition C5H16O3 at a distorted geometry. Source: OMol25; level of theory: ωB97M-V/def2-TZVPD.

Calculated values
E_HOMO, eV: -10.761
ΔE to the lowest compared entry with this formula, charge and spin, eV: 1.513
LUMO, eV: 0.469
DFT total energy, eV: -11585.387
SMILES: CC(C)CCO.O.O

Structure (ORCA input):
```
! RIJCOSX wB97M-V def2-TZVPD def2/J DEFGRID3
* xyz 0 1
C 0.50 0.82 -1.10
O -0.61 1.33 -0.27
C 1.23 -0.20 -0.04
C 0.22 -1.35 0.22
C 0.51 -1.85 1.61
C 0.52 -2.49 -0.77
H 1.07 1.67 -1.33
H 0.20 0.30 -1.97
H -1.41 1.46 -0.80
H 1.41 0.33 0.99
H 2.21 -0.47 -0.28
H -0.76 -1.00 0.03
H -0.20 -1.37 2.38
H 0.42 -2.93 1.73
H 1.60 -1.90 1.87
H 1.59 -2.80 -0.70
H 0.40 -2.14 -1.87
H -0.16 -3.29 -0.62
H -3.53 0.60 -0.01
H -2.24 -0.09 -0.16
O -3.12 -0.28 -0.17
H 1.22 2.84 1.13
H 0.42 3.17 -0.10
O 1.22 3.46 0.46
*
```

***

(7)
A molecular structure, C5H17FNO3PSSi2 at a distorted geometry. Source: OMol25; level of theory: ωB97M-V/def2-TZVPD.

Calculated values
E_HOMO, eV: -8.094
LUMO, eV: 0.453
DFT total energy, eV: -51696.075

Structure (ORCA input):
```
! RIJCOSX wB97M-V def2-TZVPD def2/J DEFGRID3
* xyz 0 1
C 0.24 -1.84 3.54
C 0.14 -0.33 3.09
C 0.15 -0.33 1.49
O 0.20 1.06 1.09
Si -0.58 1.37 -0.40
O 0.54 1.41 -1.72
C 1.72 0.63 -1.45
C 2.44 0.20 -2.81
O -1.95 0.40 -0.71
Si -1.69 -0.86 -1.83
N -1.35 -2.36 -0.90
F -3.17 -1.17 -2.61
P -1.34 3.47 -0.24
S -3.26 3.41 0.26
H -0.30 -2.45 2.74
H 1.29 -2.25 3.58
H -0.28 -2.03 4.52
H 0.94 0.33 3.52
H -0.89 0.02 3.39
H 1.08 -0.88 1.18
H -0.79 -0.87 1.19
H 2.50 1.16 -0.85
H 1.43 -0.34 -0.96
H 3.13 -0.68 -2.64
H 1.68 -0.14 -3.58
H 2.99 1.07 -3.27
H -0.66 -0.60 -2.82
H -0.36 -2.59 -0.95
H -1.93 -3.12 -1.23
H -0.68 4.13 0.85
H -1.24 4.17 -1.48
*
```

***

(8)
A molecular structure, C5H17HgIN2 at a distorted geometry. Source: OMol25; level of theory: ωB97M-V/def2-TZVPD.

Calculated values
E_HOMO (alpha / beta), eV: -8.215 / -8.202
ΔE to the lowest compared entry with this formula, charge and spin, eV: 0.000
LUMO (alpha / beta), eV: -2.159 / -2.224
DFT total energy, eV: -20711.542

Structure (ORCA input):
```
! RIJCOSX wB97M-V def2-TZVPD def2/J DEFGRID3
* xyz 0 1
C -3.87 -0.17 -1.10
C -1.88 -2.22 -2.78
H -4.18 -0.98 -0.43
H -4.15 -0.59 -2.10
H -4.30 0.82 -0.92
H -1.20 -3.10 -2.59
H -2.96 -2.51 -2.43
H -1.91 -1.77 -3.80
Hg -1.89 -0.51 -1.38
C 0.30 -0.28 -1.38
H 0.84 -1.18 -1.10
H 0.72 0.49 -0.72
H 0.75 0.10 -2.33
I -1.49 1.34 0.98
N 1.94 1.77 0.56
C 2.69 1.60 1.77
C 2.21 0.48 2.68
N 1.40 -0.50 2.01
H 2.07 2.71 0.15
H 0.93 1.73 0.85
H 3.72 1.36 1.47
H 2.70 2.55 2.35
H 3.08 0.01 3.12
H 1.60 0.92 3.46
H 1.73 -0.78 1.09
H 1.14 -1.30 2.57
*
```